Entry 1:
{"formula": "C42H41N6O2ReSb", "method": "ωB97M-V/def2-TZVPD", "symbols": ["Re", "C", "C", "C", "C", "C", "C", "N", "Sb", "C", "C", "C", "C", "C", "C", "N", "C", "C", "C", "C", "C", "C", "N", "H", "H", "H", "H", "H", "H", "H", "H", "H", "H", "H", "H", "H", "H", "H", "H", "H", "H", "O", "C", "N", "C", "C", "O", "N", "C", "C", "C", "C", "C", "C", "C", "C", "C", "C", "C", "C", "H", "H", "H", "H", "H", "H", "H", "H", "H", "H", "H", "C", "N", "C", "C", "C", "C", "C", "C", "C", "C", "H", "H", "H", "H", "H", "H", "H", "H", "H", "H", "H", "H"], "positions_angstrom": [[-0.0970, -0.0711, 1.1762], [1.2076, 3.0741, -0.0127], [-0.1887, 3.0747, 0.4868], [-1.0100, 4.1801, 0.3107], [-2.3292, 4.1354, 0.7035], [-2.8340, 2.9568, 1.2347], [-1.9843, 1.8820, 1.4094], [-0.6718, 1.9653, 1.0912], [-3.0919, 0.1127, 2.1502], [-1.6420, -0.1231, 3.7217], [-2.0039, -0.3640, 5.0270], [-1.0167, -0.3415, 6.0082], [0.2664, -0.0025, 5.6444], [0.5860, 0.2431, 4.3111], [1.9555, 0.7062, 3.9562], [-0.3580, 0.1133, 3.3549], [-2.3962, -1.6954, 1.1472], [-3.3984, -2.5989, 0.8761], [-3.0703, -3.7720, 0.2019], [-1.7697, -3.9597, -0.2044], [-0.7851, -3.0132, 0.0772], [0.5910, -3.2310, -0.4584], [-1.1110, -1.9215, 0.7988], [1.4246, 3.9998, -0.5408], [1.3627, 2.2426, -0.7038], [1.9082, 2.9790, 0.8094], [-0.6000, 5.0637, -0.1573], [-2.9717, 4.9948, 0.5676], [-3.8795, 2.8770, 1.5014], [-3.0377, -0.5471, 5.2839], [-1.2611, -0.5426, 7.0421], [1.0457, 0.0943, 6.3873], [2.2864, 1.4404, 4.6909], [1.9718, 1.1622, 2.9707], [2.6720, -0.1151, 3.9529], [-4.4212, -2.3890, 1.1599], [-3.8306, -4.5063, -0.0272], [-1.4876, -4.8350, -0.7726], [0.5086, -3.5614, -1.4939], [1.0833, -4.0278, 0.1009], [1.2213, -2.3494, -0.4219], [2.0279, -0.3795, -1.6448], [0.8525, -0.2153, -1.8713], [0.2173, -0.2212, -3.0643], [-1.1874, 0.1416, -2.9881], [-1.3450, 0.1748, -1.4689], [-2.3878, 0.2904, -0.8388], [-0.1292, 0.0174, -0.8781], [-2.1111, -0.9141, -3.5877], [-1.6018, -2.0573, -4.1899], [-2.4610, -3.0001, -4.7408], [-3.8314, -2.8100, -4.6845], [-4.3431, -1.6694, -4.0785], [-3.4896, -0.7240, -3.5368], [-1.4312, 1.5351, -3.5797], [-2.2787, 2.4599, -2.9800], [-2.4890, 3.7000, -3.5699], [-1.8617, 4.0252, -4.7605], [-1.0240, 3.0997, -5.3673], [-0.8122, 1.8638, -4.7808], [0.7489, -0.2709, -3.9171], [-0.5356, -2.2300, -4.2341], [-2.0528, -3.8788, -5.2215], [-4.4992, -3.5382, -5.1227], [-5.4120, -1.5089, -4.0424], [-3.8965, 0.1701, -3.0859], [-2.7906, 2.2165, -2.0602], [-3.1593, 4.4086, -3.1015], [-2.0307, 4.9883, -5.2211], [-0.5400, 3.3371, -6.3042], [-0.1719, 1.1520, -5.2861], [4.6698, 2.1855, 1.8646], [4.6287, 0.7637, 1.6353], [5.9331, 0.1471, 1.4917], [3.6164, 0.2715, 0.7126], [2.9544, -0.9852, 1.2386], [3.8099, -2.0795, 1.3924], [3.4480, -3.2206, 2.0795], [2.1836, -3.3033, 2.6464], [1.2805, -2.2849, 2.4196], [1.6194, -1.1385, 1.6611], [4.8570, 2.7813, 0.9574], [5.4634, 2.4129, 2.5748], [3.7450, 2.5406, 2.3163], [6.6988, 0.8079, 1.8944], [6.1827, -0.0468, 0.4403], [6.0036, -0.7953, 2.0384], [4.0691, 0.0194, -0.2558], [2.8793, 1.0425, 0.5088], [4.8072, -2.0104, 0.9790], [4.1548, -4.0310, 2.1943], [1.8931, -4.1665, 3.2293], [0.2848, -2.4029, 2.8272]], "forces_ev_per_a": [[0.6, -0.4, -0.3], [0.1, 0.0, -0.1], [-0.1, 0.0, 0.0], [0.1, 0.0, 0.0], [-0.1, 0.0, 0.0], [0.0, -0.1, 0.1], [-0.1, 0.0, 0.1], [-0.1, 0.2, -0.1], [0.0, 0.0, 0.1], [-0.1, 0.0, 0.1], [0.0, 0.0, 0.0], [0.0, 0.0, 0.0], [0.0, 0.0, 0.0], [0.0, 0.0, 0.0], [0.1, 0.0, 0.0], [-0.1, 0.0, 0.0], [-0.1, 0.0, 0.1], [0.0, 0.0, 0.0], [0.0, 0.0, 0.0], [0.0, 0.0, 0.0], [0.0, -0.1, 0.0], [0.0, 0.0, 0.0], [0.0, 0.3, 0.0], [0.0, 0.0, 0.0], [0.0, 0.0, 0.0], [0.2, 0.0, 0.2], [0.0, 0.0, 0.0], [0.0, 0.0, 0.0], [0.0, 0.0, 0.0], [0.0, 0.0, 0.0], [0.0, 0.0, 0.0], [0.0, 0.0, 0.0], [0.0, 0.0, 0.0], [0.1, 0.1, -0.1], [0.0, 0.0, 0.0], [0.0, 0.0, 0.0], [0.0, 0.0, 0.0], [0.0, 0.0, 0.0], [0.0, 0.0, 0.0], [0.0, 0.0, 0.0], [0.0, 0.0, 0.0], [0.0, 0.0, 0.0], [0.1, 0.1, 0.0], [0.1, -0.1, 0.0], [0.0, 0.1, 0.0], [-0.2, -0.1, 0.0], [0.1, 0.0, -0.1], [0.1, 0.0, 0.2], [0.0, 0.0, 0.0], [0.0, 0.0, 0.1], [0.0, 0.0, 0.0], [0.0, 0.0, 0.0], [0.0, 0.0, 0.0], [0.0, 0.0, 0.0], [-0.1, 0.0, 0.0], [0.1, 0.0, 0.0], [0.0, 0.0, 0.0], [0.0, 0.0, 0.0], [0.0, 0.0, 0.0], [0.0, 0.0, 0.0], [0.0, 0.1, 0.0], [0.0, 0.0, 0.0], [0.0, 0.0, 0.0], [0.0, 0.0, 0.0], [0.0, 0.0, 0.0], [0.0, 0.0, 0.0], [0.0, 0.0, 0.0], [0.0, 0.0, 0.0], [0.0, 0.0, 0.0], [0.0, 0.0, 0.0], [0.0, 0.0, 0.0], [0.1, 0.3, -0.3], [-0.3, -0.3, 0.5], [0.2, 0.0, 0.0], [0.1, 0.0, -0.3], [0.0, -0.1, 0.1], [0.0, 0.0, 0.0], [0.0, 0.0, 0.0], [-0.1, 0.0, 0.0], [0.1, 0.0, 0.0], [-0.3, 0.1, 0.0], [0.0, 0.0, 0.0], [0.0, 0.0, 0.0], [-0.2, 0.0, 0.0], [0.0, 0.0, 0.0], [0.0, 0.0, 0.0], [0.0, 0.1, 0.0], [-0.1, 0.1, -0.1], [-0.1, 0.1, 0.1], [-0.1, -0.1, 0.0], [0.0, 0.0, 0.0], [0.0, 0.0, 0.0], [0.0, 0.0, 0.0]], "mulliken_charge": [-1.300, -1.115, 0.820, -0.919, -0.718, -0.623, 0.010, 0.434, 0.958, 0.269, -0.934, -0.530, -0.952, 0.994, -1.002, 0.332, -0.242, -0.730, -0.690, -0.866, 0.937, -1.399, 0.878, 0.687, 0.068, 0.009, 0.561, 0.485, 0.521, 0.513, 0.470, 0.561, 0.711, -0.335, 0.300, 0.540, 0.472, 0.605, 0.574, 0.397, -0.144, -0.593, -0.995, 0.124, 1.955, 0.747, -0.180, 0.307, -0.095, -0.164, -0.989, -0.576, -0.997, -0.075, -0.011, 0.177, -1.115, -0.604, -0.952, -0.455, 0.422, 0.387, 0.458, 0.457, 0.463, 0.416, 0.659, 0.469, 0.439, 0.435, 0.324, -0.994, 0.428, -1.068, -0.539, 1.406, -0.683, -1.134, -0.859, -0.294, 0.860, 0.313, 0.431, 0.194, 0.382, 0.350, 0.335, 0.531, -0.767, 0.880, 0.437, 0.459, 0.286], "multiplicity": 4, "total_energy_ha": -2422.1196, "charge": 2, "relative_energy_kj_mol": 0.04, "e_lumo_ha": [-0.221, -0.256], "homo_ha": [-0.4624, -0.4621], "s2": 3.79}

Entry 2:
{"formula": "C13H27AlBBrCl2CsKLiN2O15S", "method": "ωB97M-V/def2-TZVPD", "symbols": ["C", "C", "O", "B", "O", "N", "C", "O", "N", "O", "C", "O", "O", "H", "H", "H", "H", "H", "H", "H", "H", "H", "Li", "O", "S", "O", "O", "C", "C", "C", "H", "H", "H", "H", "H", "H", "H", "H", "C", "C", "O", "O", "H", "H", "H", "Al", "C", "C", "O", "H", "H", "H", "H", "H", "C", "O", "O", "O", "Cs", "C", "Cl", "Cl", "H", "H", "Br", "K"], "positions_angstrom": [[0.3728, -1.1565, 1.8179], [-0.9413, -0.2593, 1.4616], [-1.6397, -0.9493, 0.4564], [-3.0274, -0.6139, 0.4074], [-3.3891, 0.7385, 0.2043], [-3.9928, -1.6646, 0.4958], [-5.0356, -1.4184, 1.5079], [-4.6399, -0.4256, 2.4494], [-5.3877, -0.6668, 3.6925], [-6.2387, 0.0899, 3.8191], [-3.4452, -2.9940, 0.7209], [-3.6149, -3.8000, -0.1400], [-2.8263, -3.2915, 1.8471], [1.1126, -1.0628, 0.9559], [0.0747, -2.2009, 1.8378], [0.9246, -0.8236, 2.7858], [-0.5125, 0.7613, 1.0697], [-1.5587, -0.0237, 2.3960], [-3.4028, 0.8533, -0.7555], [-5.9783, -1.2102, 1.0037], [-5.1848, -2.3552, 2.0637], [-2.9106, -2.5751, 2.4907], [-1.8440, -5.2548, 0.1828], [1.3616, -1.1653, -4.4885], [1.0949, -0.5334, -3.2443], [2.0309, -0.6321, -2.1454], [-0.3410, -0.9707, -2.7325], [-0.6257, -2.3782, -2.5906], [0.0938, -2.9526, -1.3904], [0.7337, 1.1682, -3.4953], [-0.3740, -2.9196, -3.5031], [-1.7027, -2.4621, -2.4554], [1.1744, -2.9287, -1.5347], [-0.1857, -3.9865, -1.1996], [-0.1330, -2.3672, -0.5017], [0.0068, 1.2745, -4.2956], [1.6702, 1.6733, -3.7750], [0.3560, 1.5901, -2.5673], [1.6809, 1.1075, 5.8592], [2.3018, 0.3272, 4.6764], [3.1422, 0.9517, 3.9990], [1.8584, -0.8449, 4.5180], [2.0885, 2.1140, 5.9302], [0.6052, 1.1751, 5.7064], [1.8624, 0.6004, 6.8040], [3.5866, 2.2330, -3.4864], [0.9259, 6.8119, -2.8027], [1.6061, 5.7789, -3.7161], [1.1625, 4.5212, -3.3881], [1.1654, 6.6348, -1.7520], [1.2675, 7.8231, -3.0528], [-0.1586, 6.7938, -2.9201], [2.6944, 5.9736, -3.6145], [1.4066, 6.1236, -4.7506], [-0.4534, -1.9562, 5.9194], [0.1885, -1.4114, 6.8030], [-1.2150, -1.3736, 5.1026], [-0.4631, -3.1917, 5.7208], [-0.8578, 1.7272, 2.8749], [6.9918, 0.3431, -5.9392], [6.5590, 1.9120, -6.6342], [8.2941, 0.4912, -4.7559], [6.1207, -0.0738, -5.4471], [7.3157, -0.3135, -6.7377], [-4.0939, -6.0613, 1.6735], [2.3430, -0.3235, 0.5581]], "forces_ev_per_a": [[-0.8, 1.2, -0.2], [2.0, -2.7, -2.1], [-0.9, 0.3, 0.5], [0.3, 0.9, -0.9], [0.5, -1.4, 0.2], [0.9, 0.0, 2.3], [-0.6, -0.8, -0.3], [0.5, 0.5, -1.1], [-0.6, -0.5, 0.8], [0.2, 0.2, 0.0], [-0.9, 0.5, -1.3], [1.5, -0.3, -1.0], [0.4, 0.7, 0.3], [-7.1, -3.2, 3.4], [-0.2, 0.0, 0.6], [-0.7, -0.8, -1.0], [-1.1, -2.8, -0.9], [0.0, -3.2, -2.6], [-0.2, 0.5, 0.0], [0.0, 0.6, 0.2], [-0.1, 0.0, -0.1], [0.1, 0.0, 0.2], [-1.7, -0.4, 0.8], [0.6, -0.3, 0.1], [-1.3, 0.5, -0.4], [0.4, 0.0, 0.3], [0.2, 0.3, 0.1], [-0.2, -0.8, 0.1], [0.4, 0.3, 0.2], [-0.2, -0.1, 0.1], [0.1, 0.2, -0.1], [0.0, 0.3, -0.1], [0.0, -0.2, -0.1], [-0.1, -0.2, -0.2], [-0.2, -0.1, -0.1], [0.1, 0.0, -0.1], [-1.0, -0.2, -0.1], [0.1, 0.2, -0.1], [0.3, 0.2, -0.1], [-0.1, 0.6, 0.9], [-0.4, -0.4, -1.0], [-0.1, 0.1, -0.7], [0.1, 0.0, -0.1], [-0.2, -0.1, 0.2], [-0.1, -0.2, -0.1], [0.1, 1.5, 0.0], [0.2, 0.3, -0.1], [-0.2, 1.1, 0.5], [1.3, -1.8, -0.3], [0.0, -0.1, 0.0], [0.0, 0.0, 0.0], [0.0, -0.1, 0.0], [0.0, -0.4, 0.1], [-0.2, -0.5, -0.1], [-0.3, 0.1, -0.6], [0.0, -0.1, 0.3], [0.1, 0.2, 0.0], [0.2, 0.0, 0.2], [1.1, 7.3, 5.7], [0.1, -0.1, 0.0], [-0.1, 0.0, 0.0], [-0.1, 0.0, 0.0], [0.0, 0.0, 0.0], [0.1, 0.1, 0.0], [0.8, -0.4, -0.2], [7.3, 3.8, -2.3]], "mulliken_charge": [-1.102, -1.349, -0.214, 0.551, -0.284, -0.233, -0.673, -0.292, 0.203, -0.200, 0.189, -0.511, -0.159, 0.570, 0.286, 0.519, 0.181, 0.552, 0.293, 0.435, 0.519, 0.336, 0.784, -0.615, 1.231, -0.638, -0.184, -0.602, -0.276, -0.597, 0.439, 0.298, 0.418, 0.149, -0.262, 0.448, 0.048, 0.356, -0.737, 0.674, -0.692, -0.661, 0.295, 0.083, 0.258, 0.508, -1.042, -0.256, -0.647, 0.228, 0.349, 0.268, 0.179, 0.228, 0.893, -0.320, -0.383, -0.289, 1.157, -0.151, -0.140, -0.130, 0.136, 0.287, -0.723, 1.014], "multiplicity": 1, "total_energy_ha": -6536.4673, "charge": 1, "relative_energy_kj_mol": 0.00, "e_lumo_ha": -0.266, "homo_ha": -0.3498}

Q: The highest charge belongs to which entry?
A: C42H41N6O2ReSb